[1]
# CH2O2

A structure of composition CH2O2 in a non-equilibrium geometry (ωB97M-V/def2-TZVPD, OMol25).

Cartesian coordinates (Å):
C (-1.02, 0.92, 1.17)
O (-1.45, 1.88, 1.80)
O (-0.52, 0.02, 0.55)
H (1.39, -1.55, -1.40)
H (1.60, -1.27, -2.12)

Calculated values
Strongest force on any atom   0.11789 Eh/bohr
Gap between HOMO and LUMO   13.4 eV
Net charge   0
ΔE to the lowest compared entry with this formula, charge and spin   50.0 kJ/mol

[2]
# C13H38N4O6

A cluster of 6 separate species, C13H38N4O6 in total in a non-equilibrium geometry (ωB97M-V/def2-TZVPD, OMol25).

Cartesian coordinates (Å):
C (6.42, -1.69, -1.05)
C (5.57, -2.89, -1.41)
O (4.90, -3.29, -0.16)
H (7.01, -1.29, -1.87)
H (7.08, -2.15, -0.31)
H (5.86, -0.83, -0.67)
H (6.19, -3.69, -1.82)
H (4.86, -2.66, -2.21)
H (4.91, -4.25, -0.20)
C (-5.34, 4.03, -1.29)
O (-6.09, 4.78, -0.78)
N (-4.85, 2.94, -0.77)
N (-4.80, 4.13, -2.51)
H (-5.18, 2.52, 0.08)
H (-4.31, 2.45, -1.46)
H (-5.20, 4.87, -3.06)
H (-4.11, 3.54, -2.95)
C (-0.07, -0.90, -0.75)
O (-1.08, -0.92, -1.47)
N (0.32, -1.87, 0.03)
N (0.64, 0.12, -0.70)
H (1.33, -1.90, 0.15)
H (-0.21, -2.71, -0.16)
H (0.37, 0.92, -1.25)
H (1.34, 0.20, 0.03)
C (-2.73, -7.56, 1.15)
C (-2.44, -7.71, -0.37)
C (-3.63, -7.31, -1.25)
O (-1.33, -6.95, -0.56)
H (-3.46, -8.35, 1.34)
H (-3.04, -6.61, 1.60)
H (-1.92, -7.86, 1.81)
H (-2.03, -8.71, -0.54)
H (-4.51, -7.92, -1.03)
H (-3.27, -7.51, -2.26)
H (-3.75, -6.23, -1.26)
H (-0.64, -7.34, -0.02)
C (1.84, 6.42, -1.38)
C (2.21, 6.55, -2.81)
C (3.72, 6.72, -3.10)
O (1.92, 5.27, -3.39)
H (2.36, 7.18, -0.79)
H (2.14, 5.48, -0.91)
H (0.79, 6.57, -1.13)
H (1.55, 7.24, -3.33)
H (4.07, 6.57, -4.12)
H (4.27, 6.00, -2.50)
H (4.10, 7.73, -2.94)
H (2.19, 5.34, -4.31)
C (-0.72, 2.23, 4.34)
C (-0.80, 1.07, 5.26)
C (-2.14, 0.40, 5.43)
O (0.14, 0.26, 4.66)
H (-1.07, 1.98, 3.33)
H (0.28, 2.66, 4.28)
H (-1.39, 3.00, 4.73)
H (-0.51, 1.62, 6.15)
H (-2.99, 1.07, 5.56)
H (-1.98, -0.27, 6.28)
H (-2.34, -0.26, 4.59)
H (-0.39, -0.24, 4.03)

Calculated values
Strongest force on any atom   0.14648 Eh/bohr
Gap between HOMO and LUMO   9.8 eV
Net charge   0
SMILES   NC(N)=O.NC(N)=O.CC(C)O.CC(C)O.CC(C)O.CCO
ΔE to the lowest compared entry with this formula, charge and spin   284.8 kJ/mol

[3]
# C6H89ClO44S

A cluster of 40 separate species, C6H89ClO44S in total in a non-equilibrium geometry (ωB97M-V/def2-TZVPD, OMol25).

Cartesian coordinates (Å):
C (4.05, 3.21, -0.98)
O (5.40, 3.15, -1.54)
C (5.60, 1.90, -2.27)
C (5.97, 0.69, -1.26)
C (4.86, -0.51, -1.28)
O (3.53, 0.09, -1.34)
S (2.45, -0.82, -2.25)
O (2.65, -2.31, -2.10)
O (0.93, -0.52, -1.53)
C (0.60, 0.89, -1.82)
C (-0.95, 1.06, -1.31)
O (-1.33, 0.29, -0.37)
Cl (-2.12, 2.26, -2.05)
H (3.74, 4.29, -0.69)
H (3.99, 2.54, -0.03)
H (3.24, 2.84, -1.73)
H (6.51, 2.05, -2.99)
H (4.70, 1.69, -2.96)
H (5.96, 1.14, -0.19)
H (6.99, 0.25, -1.54)
H (5.08, -1.26, -2.12)
H (4.94, -1.03, -0.24)
H (0.65, 1.09, -2.96)
H (1.24, 1.63, -1.23)
O (5.15, -1.04, -4.56)
H (5.02, -1.99, -4.47)
H (5.13, -0.89, -5.51)
O (-5.56, 2.03, -1.40)
H (-5.82, 2.96, -1.39)
H (-4.62, 2.06, -1.65)
O (-1.19, 0.34, 2.61)
H (-1.33, -0.61, 2.71)
H (-1.20, 0.48, 1.65)
O (-2.78, -2.10, 0.56)
H (-2.10, -2.78, 0.39)
H (-2.42, -1.31, 0.13)
O (-1.43, -3.15, -1.99)
H (-1.70, -2.22, -1.99)
H (-0.50, -3.13, -2.24)
O (6.44, -0.44, -7.42)
H (7.13, -1.10, -7.60)
H (6.78, 0.36, -7.84)
O (-2.32, 5.66, -2.30)
H (-2.75, 5.70, -1.44)
H (-2.11, 4.73, -2.42)
O (-5.74, -0.81, -0.77)
H (-4.89, -1.09, -1.12)
H (-5.73, 0.15, -0.87)
O (-2.70, -2.87, 4.26)
H (-2.66, -1.97, 4.61)
H (-2.96, -2.74, 3.33)
O (1.28, 0.59, 4.44)
H (0.37, 0.43, 4.15)
H (1.80, 0.51, 3.63)
O (-4.93, -3.55, 1.71)
H (-4.21, -3.27, 1.12)
H (-5.41, -4.21, 1.19)
O (-2.76, -3.29, 7.48)
H (-2.90, -4.24, 7.58)
H (-2.76, -3.15, 6.53)
O (0.44, -2.99, 6.72)
H (0.61, -2.29, 6.08)
H (-0.46, -2.81, 7.03)
O (-7.71, 4.06, -2.02)
H (-8.34, 4.78, -2.17)
H (-8.26, 3.27, -1.98)
O (2.56, -2.44, 1.09)
H (2.44, -3.39, 1.19)
H (2.54, -2.29, 0.14)
O (-4.06, -0.24, 4.52)
H (-4.97, -0.44, 4.80)
H (-4.17, 0.16, 3.64)
O (1.40, 0.34, 1.40)
H (1.91, -0.41, 1.08)
H (0.68, -0.07, 1.92)
O (-4.42, -5.95, 8.49)
H (-5.10, -6.58, 8.22)
H (-4.81, -5.49, 9.24)
O (4.57, 6.39, -0.91)
H (4.30, 7.31, -0.89)
H (5.51, 6.43, -1.17)
O (6.44, -2.96, -9.36)
H (5.80, -2.24, -9.49)
H (5.90, -3.75, -9.31)
O (-2.57, 1.27, 6.80)
H (-3.13, 0.66, 6.29)
H (-2.17, 0.70, 7.48)
O (6.03, -2.94, -6.10)
H (6.70, -3.61, -6.28)
H (6.37, -2.14, -6.52)
O (1.62, -5.64, 6.05)
H (1.36, -4.70, 6.06)
H (2.55, -5.62, 5.80)
O (5.71, 2.17, -7.38)
H (4.89, 1.73, -7.13)
H (5.69, 2.99, -6.88)
O (8.45, 3.38, -8.84)
H (7.55, 3.17, -8.54)
H (8.32, 3.79, -9.70)
O (2.80, -7.79, 7.99)
H (2.17, -7.07, 7.83)
H (2.25, -8.58, 8.04)
O (-3.36, 5.21, 0.30)
H (-3.65, 4.29, 0.37)
H (-3.28, 5.50, 1.22)
O (-6.19, -3.26, 9.15)
H (-6.45, -2.33, 9.16)
H (-5.25, -3.24, 8.90)
O (-9.85, 5.70, -0.35)
H (-10.24, 4.83, -0.19)
H (-9.20, 5.80, 0.36)
O (-2.83, 8.77, -1.52)
H (-3.26, 8.81, -0.66)
H (-2.62, 7.83, -1.64)
O (-3.99, 1.08, 0.93)
H (-4.90, 0.92, 0.65)
H (-3.48, 1.00, 0.11)
O (-1.09, -0.31, -4.00)
H (-1.77, -0.94, -4.27)
H (-1.47, 0.14, -3.24)
O (11.17, 3.48, -7.49)
H (10.26, 3.31, -7.77)
H (11.68, 3.41, -8.31)
O (3.66, 3.56, -8.50)
H (2.75, 3.39, -8.77)
H (4.17, 3.49, -9.32)
O (0.45, 3.13, 1.93)
H (0.00, 3.18, 2.79)
H (0.65, 2.19, 1.83)
O (-6.38, -5.81, 1.97)
H (-6.77, -6.68, 2.14)
H (-5.73, -5.70, 2.67)
O (0.53, -1.64, 3.42)
H (0.13, -2.51, 3.59)
H (1.18, -1.53, 4.12)
O (-9.81, 2.31, -0.52)
H (-10.36, 1.72, -1.04)
H (-9.41, 1.74, 0.15)
O (-1.42, -6.84, 8.22)
H (-1.24, -6.15, 7.57)
H (-2.32, -6.66, 8.52)

Calculated values
Strongest force on any atom   0.12435 Eh/bohr
Gap between HOMO and LUMO   7.9 eV
Net charge   0

[4]
# C30H59BaN11O6P2S6

A structure of composition C30H59BaN11O6P2S6 (ωB97M-V/def2-TZVPD, OMol25).

Cartesian coordinates (Å):
Ba (0.26, 0.74, -0.79)
C (1.46, -1.91, 2.41)
P (1.90, -1.89, 0.63)
C (3.69, -1.51, 0.72)
C (1.91, -3.68, 0.24)
C (2.30, -3.96, -1.22)
P (0.84, -4.24, -2.33)
C (0.16, -2.54, -2.39)
C (1.75, -4.24, -3.93)
H (2.13, -2.56, 2.99)
H (0.44, -2.28, 2.52)
H (1.51, -0.90, 2.82)
H (4.21, -2.19, 1.39)
H (3.81, -0.49, 1.08)
H (4.13, -1.57, -0.27)
H (0.90, -4.07, 0.45)
H (2.60, -4.17, 0.94)
H (2.91, -4.87, -1.28)
H (2.91, -3.15, -1.63)
H (0.94, -1.79, -2.54)
H (-0.38, -2.35, -1.45)
H (-0.56, -2.46, -3.20)
H (2.42, -3.38, -4.02)
H (1.03, -4.22, -4.76)
H (2.34, -5.16, -4.02)
S (-0.80, 0.63, -3.85)
S (-2.80, 1.04, -3.64)
S (-2.96, 2.89, -2.72)
S (-2.28, 2.77, -0.78)
N (3.37, -0.44, -3.27)
C (2.93, 0.84, -3.84)
C (3.67, 1.25, -5.12)
C (3.40, 2.68, -5.62)
C (1.95, 3.13, -5.80)
N (1.06, 3.17, -4.65)
C (1.00, 4.08, -3.70)
N (-0.14, 4.30, -3.07)
N (2.10, 4.82, -3.38)
C (3.03, 1.91, -2.74)
O (3.95, 2.74, -2.76)
O (2.08, 1.87, -1.88)
H (4.37, -0.41, -3.12)
H (3.19, -1.18, -3.95)
H (1.86, 0.74, -4.05)
H (3.41, 0.53, -5.90)
H (4.74, 1.18, -4.95)
H (3.86, 2.79, -6.61)
H (3.92, 3.38, -4.97)
H (1.45, 2.47, -6.51)
H (1.96, 4.13, -6.24)
H (0.30, 2.46, -4.62)
H (-1.02, 3.86, -3.36)
H (-0.14, 4.63, -2.12)
H (2.93, 4.25, -3.18)
H (1.94, 5.51, -2.66)
C (0.07, 1.04, 7.47)
C (1.48, 1.56, 7.21)
S (1.70, 2.19, 5.56)
O (1.25, 1.18, 4.64)
O (3.04, 2.71, 5.46)
C (0.56, 3.57, 5.45)
C (0.96, 4.51, 4.31)
N (1.26, 3.82, 3.06)
C (0.39, 3.05, 2.37)
N (0.99, 2.38, 1.41)
C (2.32, 2.69, 1.48)
C (2.50, 3.58, 2.50)
N (3.72, 4.24, 2.84)
O (4.75, 3.75, 2.42)
O (3.65, 5.29, 3.46)
C (-1.06, 2.94, 2.68)
H (0.03, 0.56, 8.44)
H (-0.21, 0.32, 6.71)
H (-0.66, 1.85, 7.47)
H (2.22, 0.77, 7.28)
H (1.78, 2.36, 7.89)
H (0.62, 4.12, 6.39)
H (-0.43, 3.14, 5.33)
H (1.85, 5.07, 4.58)
H (0.15, 5.21, 4.13)
H (3.04, 2.34, 0.77)
H (-1.46, 3.89, 3.05)
H (-1.23, 2.16, 3.42)
H (-1.61, 2.68, 1.77)
N (-2.04, -0.68, 0.14)
C (-2.94, -0.88, -0.57)
N (-3.96, -1.15, -1.33)
C (-5.12, -0.26, -1.40)
C (-6.38, -1.05, -1.02)
C (-6.19, -2.54, -1.32)
C (-5.33, -2.73, -2.57)
C (-3.90, -2.25, -2.30)
H (-5.18, 0.13, -2.42)
H (-4.93, 0.60, -0.75)
H (-7.22, -0.65, -1.59)
H (-6.61, -0.91, 0.04)
H (-7.16, -3.03, -1.44)
H (-5.69, -3.03, -0.48)
H (-5.77, -2.17, -3.40)
H (-5.30, -3.77, -2.88)
H (-3.41, -1.90, -3.21)
H (-3.30, -3.05, -1.86)
C (-3.18, -6.22, 2.71)
N (-3.08, -4.78, 2.76)
C (-3.45, -3.98, 3.83)
C (-3.17, -2.71, 3.50)
N (-2.62, -2.74, 2.24)
C (-2.55, -4.01, 1.77)
S (-1.95, -4.54, 0.29)
H (-4.06, -6.53, 3.26)
H (-2.29, -6.69, 3.13)
H (-3.27, -6.52, 1.67)
H (-3.89, -4.39, 4.72)
H (-3.32, -1.79, 4.04)
H (-2.34, -1.93, 1.67)

Calculated values
Strongest force on any atom   0.01850 Eh/bohr
Gap between HOMO and LUMO   6.1 eV
Net charge   0
ΔE to the lowest compared entry with this formula, charge and spin   100.6 kJ/mol

[5]
# C16H26NO7S

A cluster of 2 separate species, C16H26NO7S in total in a non-equilibrium geometry (ωB97M-V/def2-TZVPD, OMol25).

Cartesian coordinates (Å):
O (2.24, -0.77, 2.25)
C (2.41, -0.69, 1.07)
O (3.56, -0.34, 0.48)
C (1.31, -0.93, 0.07)
C (0.17, -0.17, 0.24)
C (-0.90, -0.31, -0.62)
C (-2.16, 0.48, -0.50)
C (-3.46, -0.33, -0.73)
C (-4.21, -0.55, 0.58)
S (-5.43, -1.84, 0.34)
O (-4.97, -2.99, 1.04)
O (-5.72, -1.94, -1.06)
O (-6.70, -1.22, 1.04)
N (-0.77, -1.21, -1.61)
C (0.32, -1.97, -1.79)
C (1.41, -1.87, -0.96)
C (2.57, -2.79, -1.18)
C (2.52, -3.92, -0.15)
C (1.73, -5.22, -0.63)
O (3.29, -4.99, -0.32)
H (4.21, -0.17, 1.17)
H (0.11, 0.55, 1.04)
H (-2.10, 1.26, -1.26)
H (-2.16, 0.98, 0.46)
H (-4.11, 0.20, -1.43)
H (-3.24, -1.31, -1.14)
H (-4.74, 0.35, 0.89)
H (-3.57, -0.87, 1.39)
H (-7.43, -1.26, 0.40)
H (-1.54, -1.34, -2.25)
H (0.32, -2.67, -2.62)
H (2.50, -3.28, -2.14)
H (3.52, -2.27, -1.04)
H (2.35, -3.65, 0.90)
H (1.24, -5.26, 0.38)
H (1.78, -6.31, -0.66)
C (2.52, 2.74, 1.76)
C (2.54, 2.94, 0.26)
O (1.25, 3.12, -0.31)
C (0.52, 4.25, 0.16)
C (1.20, 5.58, -0.09)
H (1.88, 1.89, 2.02)
H (3.52, 2.54, 2.14)
H (2.14, 3.61, 2.29)
H (2.93, 2.05, -0.23)
H (3.20, 3.76, -0.02)
H (0.28, 4.14, 1.22)
H (-0.43, 4.22, -0.38)
H (2.15, 5.66, 0.44)
H (0.56, 6.39, 0.24)
H (1.40, 5.71, -1.16)

Calculated values
Strongest force on any atom   0.06710 Eh/bohr
Gap between HOMO and LUMO   7.7 eV
Net charge   +1

[6]
# C5H9ClSi

A cluster of 2 separate species, C5H9ClSi in total in a non-equilibrium geometry (ωB97M-V/def2-TZVPD, OMol25).

Cartesian coordinates (Å):
C (-0.49, 0.27, 0.68)
C (-0.16, -0.93, 1.12)
C (0.15, 0.66, -0.64)
C (0.71, -1.64, 0.11)
C (0.73, -0.64, -1.10)
Si (-4.82, 0.35, 0.84)
Cl (-5.07, -0.44, -0.87)
H (-1.20, 0.95, 1.22)
H (-0.70, 1.03, -1.25)
H (0.91, 1.47, -0.42)
H (1.73, -1.81, 0.39)
H (0.24, -2.55, -0.37)
H (0.02, -1.23, -1.85)
H (1.71, -0.49, -1.57)
H (-4.30, -0.48, 1.98)
H (-4.54, 1.80, 1.07)

Calculated values
Strongest force on any atom   0.09543 Eh/bohr
Gap between HOMO and LUMO (alpha / beta)   9.2 / 6.3 eV
Net charge   0
ΔE to the lowest compared entry with this formula, charge and spin   548.1 kJ/mol